(1)
Density functional theory data (the ωB97M-V functional and the def2-TZVPD basis) for C9H19N5O3 in the gas phase in a non-equilibrium geometry.

Last column: natural (NBO) charge in e.
Element x y z (Å)
1 C -2.59 2.73 0.42  -0.1383
2 C -2.52 1.46 1.28  0.6675
3 C -3.50 3.77 1.05  -0.6169
4 C -0.43 0.61 0.06  -0.1499
5 C -0.73 -0.32 -1.15  0.7891
6 C 0.89 0.24 0.75  -0.4091
7 C 2.12 0.50 -0.13  -0.4049
8 C 3.21 -0.55 0.06  -0.2075
9 C 3.46 -2.97 -0.22  0.5828
10 H -2.96 3.13 -1.59  0.3814
11 H -3.96 2.03 -0.94  0.3809
12 H -1.56 3.14 0.34  0.1990
13 H -3.10 4.07 2.04  0.2314
14 H -3.56 4.63 0.40  0.2057
15 H -4.49 3.33 1.19  0.2294
16 H -1.62 -0.28 1.58  0.4135
17 H -0.37 1.64 -0.32  0.2154
18 H 0.85 -0.82 1.02  0.2217
19 H 0.94 0.80 1.67  0.2171
20 H 1.83 0.49 -1.17  0.2095
21 H 2.52 1.50 0.08  0.2122
22 H 4.14 -0.21 -0.41  0.1976
23 H 3.43 -0.62 1.16  0.1763
24 H 1.82 -1.91 -0.72  0.4218
25 H 4.89 -2.22 0.82  0.3310
26 H 2.42 -4.02 -1.59  0.3722
27 H 3.40 -4.88 -0.64  0.3852
28 H -2.18 0.89 -1.59  0.5115
29 N -2.98 2.31 -0.94  -0.8458
30 N -1.54 0.55 1.00  -0.6095
31 N 2.80 -1.80 -0.51  -0.6550
32 N 4.56 -3.12 0.43  -0.7887
33 N 2.81 -4.10 -0.71  -0.8196
34 O -3.36 1.25 2.15  -0.6056
35 O -0.07 -1.32 -1.37  -0.6121
36 O -1.75 0.02 -1.91  -0.6894

SMILES: [H]/N=C(/N)NCCC[C@H](NC(=O)[C@H](C)N)C(=O)O
Charge: 0
Multiplicity: 1
Highest occupied orbital energy (eV): -8.6
ΔE to the lowest compared entry with this formula, charge and spin (eV): 0.000



(2)
Density functional theory data (the ωB97M-V functional and the def2-TZVPD basis) for 2 unconnected molecules or ions with the total composition C6H11ClSi in a non-equilibrium geometry.

Last column: natural (NBO) charge in e.
Element x y z (Å)
1 C 0.69 0.84 -2.44  -0.2299
2 C -0.01 0.29 -1.60  -0.4426
3 C 3.59 0.54 1.84  -0.3883
4 C 2.86 1.26 1.03  -0.4168
5 C -1.66 -2.15 -0.43  -1.1291
6 C -2.93 0.53 -0.33  -1.1850
7 Si -1.29 -0.27 -0.19  1.5578
8 Cl -0.39 0.34 1.50  -0.3448
9 H 1.55 1.09 -3.00  0.2308
10 H 4.20 -0.27 1.40  0.1906
11 H 3.57 0.87 2.89  0.1908
12 H 2.28 1.88 1.66  0.2090
13 H 2.87 0.92 0.01  0.2126
14 H -0.87 -2.90 -0.36  0.2516
15 H -2.39 -2.60 0.36  0.2457
16 H -2.00 -2.40 -1.49  0.2568
17 H -3.32 0.98 0.62  0.2645
18 H -3.10 1.34 -1.10  0.2723
19 H -3.64 -0.31 -0.37  0.2539

SMILES: C#C[Si](C)(C)Cl.C=C
Charge: 0
Multiplicity: 1
Highest occupied orbital energy (eV): -10.0
ΔE to the lowest compared entry with this formula, charge and spin (eV): 1.819



(3)
Density functional theory data (the ωB97M-V functional and the def2-TZVPD basis) for 5 unconnected molecules or ions with the total composition C47H83IN2O11S2 in a non-equilibrium geometry.

Last column: Löwdin charge in e.
Element x y z (Å)
1 C 5.84 -3.84 2.89  -0.1225
2 O 6.35 -3.34 4.10  -0.1934
3 C 7.06 -2.12 3.93  -0.2224
4 C 6.19 -0.95 3.36  -0.1842
5 C 6.62 -0.58 1.93  -0.2127
6 C 5.87 0.66 1.36  -0.2074
7 C 4.35 0.55 1.50  -0.2155
8 C 3.58 1.81 1.01  -0.1868
9 C 2.23 1.86 1.76  -0.2088
10 C 1.42 3.18 1.51  -0.1205
11 C -0.09 2.86 1.62  -0.1546
12 C -0.50 2.01 2.67  0.0324
13 C -1.84 1.64 2.81  -0.2432
14 C -2.76 2.15 1.86  -0.4441
15 C -2.39 3.00 0.81  -0.5189
16 S -3.68 3.58 -0.28  0.8127
17 C -1.01 3.35 0.69  -0.1779
18 C -0.63 4.23 -0.51  -0.1410
19 C -0.75 3.31 -1.77  -0.2054
20 C 0.59 2.57 -2.10  -0.1744
21 C 0.41 1.05 -1.95  -0.1649
22 C 1.57 0.26 -2.59  -0.2325
23 O 1.25 -1.12 -2.62  -0.1880
24 C 2.24 -1.93 -2.01  -0.1037
25 S -4.46 1.61 2.06  1.0022
26 C -4.15 -0.10 2.51  -0.3619
27 C -4.93 -1.15 2.00  -0.2132
28 C -6.08 -0.86 1.05  -0.1573
29 C -5.78 -1.58 -0.29  -0.2918
30 C -5.07 -0.62 -1.27  -0.6172
31 I -3.63 -1.64 -2.54  0.7247
32 C -4.57 -2.46 2.39  0.0177
33 C -3.47 -2.69 3.22  -0.2382
34 N -3.08 -4.04 3.59  0.1567
35 C -1.94 -4.25 3.16  -0.3116
36 O -0.88 -4.34 2.72  0.1994
37 C -2.70 -1.62 3.75  0.0444
38 C -3.05 -0.32 3.36  -0.2401
39 N -2.28 0.77 3.84  0.0858
40 H 6.50 -3.65 2.03  0.0853
41 H 4.85 -3.39 2.69  0.0854
42 H 5.68 -4.92 2.96  0.0881
43 H 7.90 -2.33 3.24  0.1163
44 H 7.49 -1.87 4.90  0.1183
45 H 5.15 -1.29 3.41  0.1004
46 H 6.26 -0.11 4.07  0.1155
47 H 7.69 -0.37 1.87  0.1107
48 H 6.39 -1.45 1.30  0.1024
49 H 6.17 0.71 0.30  0.1111
50 H 6.26 1.55 1.88  0.1121
51 H 4.11 0.46 2.57  0.0946
52 H 3.96 -0.37 1.04  0.1179
53 H 3.32 1.62 -0.04  0.0948
54 H 4.17 2.72 1.12  0.1154
55 H 1.62 1.05 1.36  0.1124
56 H 2.33 1.74 2.85  0.1053
57 H 1.58 3.50 0.48  0.0713
58 H 1.70 3.96 2.23  0.1256
59 H 0.21 1.59 3.39  0.1145
60 H -3.30 3.26 -1.54  -0.1288
61 H 0.39 4.61 -0.42  0.0936
62 H -1.36 5.04 -0.57  0.0953
63 H -1.13 3.87 -2.65  0.1000
64 H -1.48 2.51 -1.60  0.0733
65 H 1.41 2.91 -1.46  0.0947
66 H 0.77 2.76 -3.17  0.0936
67 H -0.50 0.69 -2.45  0.0896
68 H 0.35 0.72 -0.90  0.1183
69 H 1.74 0.59 -3.63  0.1251
70 H 2.51 0.47 -2.05  0.1055
71 H 3.26 -1.56 -2.18  0.0857
72 H 2.06 -2.09 -0.94  0.0891
73 H 2.19 -2.93 -2.50  0.0727
74 H -7.06 -1.11 1.47  0.1223
75 H -6.06 0.22 0.82  0.0576
76 H -5.23 -2.52 -0.15  0.0683
77 H -6.72 -1.88 -0.77  0.1067
78 H -5.80 -0.18 -1.95  0.0433
79 H -4.56 0.21 -0.78  0.0256
80 H -5.11 -3.33 2.02  0.1253
81 H -1.86 -1.79 4.42  0.1173
82 H -1.50 0.47 4.40  0.1260
83 C 0.97 -5.42 -3.46  -0.1089
84 O 1.92 -5.72 -2.45  -0.2014
85 C 1.30 -6.01 -1.20  -0.2031
86 C 1.20 -7.50 -0.95  -0.2033
87 O 0.33 -8.13 -1.87  -0.1906
88 C 1.02 -8.78 -2.93  -0.1120
89 H 1.47 -5.49 -4.43  0.0917
90 H 0.12 -6.10 -3.45  0.0859
91 H 0.62 -4.39 -3.34  0.0790
92 H 0.32 -5.54 -1.14  0.1283
93 H 1.94 -5.57 -0.42  0.1238
94 H 0.78 -7.66 0.05  0.1245
95 H 2.19 -7.96 -0.97  0.1258
96 H 1.44 -9.73 -2.59  0.0879
97 H 1.81 -8.15 -3.34  0.0829
98 H 0.30 -8.98 -3.72  0.0889
99 C -3.84 1.18 -7.26  -0.1066
100 O -3.58 2.57 -7.19  -0.1904
101 C -4.32 3.23 -6.18  -0.2018
102 C -3.49 3.45 -4.93  -0.2009
103 O -3.13 2.22 -4.31  -0.2027
104 C -1.81 1.82 -4.62  -0.0962
105 H -3.05 0.71 -7.84  0.0892
106 H -3.87 0.72 -6.27  0.0818
107 H -4.79 1.00 -7.77  0.0885
108 H -5.23 2.67 -5.94  0.1268
109 H -4.62 4.20 -6.58  0.1254
110 H -4.09 4.01 -4.21  0.1228
111 H -2.60 4.04 -5.16  0.1273
112 H -1.09 2.41 -4.03  0.0530
113 H -1.58 1.95 -5.69  0.0931
114 H -1.70 0.77 -4.37  0.0736
115 C -1.63 -3.03 10.48  -0.1106
116 O -2.85 -2.76 9.81  -0.1900
117 C -2.88 -1.50 9.17  -0.2030
118 C -2.60 -1.62 7.68  -0.2064
119 O -1.27 -2.07 7.43  -0.1981
120 C -1.23 -3.46 7.12  -0.1041
121 H -1.59 -4.09 10.69  0.0889
122 H -0.77 -2.75 9.87  0.0830
123 H -1.60 -2.48 11.43  0.0883
124 H -2.17 -0.81 9.64  0.1264
125 H -3.88 -1.09 9.30  0.1261
126 H -2.69 -0.62 7.23  0.1218
127 H -3.33 -2.27 7.20  0.1277
128 H -1.56 -3.63 6.09  0.0651
129 H -1.85 -4.05 7.80  0.0884
130 H -0.20 -3.80 7.22  0.0927
131 C 1.37 7.98 -6.58  -0.1093
132 O 2.32 7.71 -5.56  -0.1900
133 C 1.72 7.39 -4.31  -0.2024
134 C 1.68 5.89 -4.07  -0.2028
135 O 0.83 5.23 -5.00  -0.2069
136 C 1.54 4.62 -6.07  -0.1056
137 H 1.88 7.93 -7.54  0.0892
138 H 0.55 7.26 -6.58  0.0827
139 H 0.97 8.99 -6.45  0.0886
140 H 0.71 7.82 -4.25  0.1271
141 H 2.33 7.85 -3.53  0.1257
142 H 1.26 5.71 -3.08  0.1171
143 H 2.69 5.47 -4.10  0.1291
144 H 2.00 3.69 -5.73  0.0850
145 H 2.31 5.28 -6.47  0.0848
146 H 0.83 4.39 -6.86  0.0903

SMILES: COCCCCCCCCc1cc2c(c(S)c1CCCCCOC)Sc1c(CCCI)cc(N=C=O)cc1N2.COCCOC.COCCOC.COCCOC.COCCOC
Charge: 0
Multiplicity: 1
Highest occupied orbital energy (eV): -7.9
ΔE to the lowest compared entry with this formula, charge and spin (eV): 0.429



(4)
Density functional theory data (the ωB97M-V functional and the def2-TZVPD basis) for C3H4N2O in the gas phase.

Last column: natural (NBO) charge in e.
Element x y z (Å)
1 O 0.86 -0.89 -1.43  -0.6924
2 C 0.44 -0.69 0.96  0.0695
3 C -0.11 -0.58 -0.46  -0.0884
4 C -0.60 0.85 -0.53  0.0719
5 N -0.49 1.45 0.59  -0.2475
6 N 0.14 0.48 1.43  -0.4273
7 H 1.44 -1.54 -1.01  0.4862
8 H -0.99 -1.25 -0.54  0.2051
9 H -1.07 1.34 -1.38  0.2153
10 H 0.37 0.82 2.36  0.4075

Charge: 0
Multiplicity: 1
Highest occupied orbital energy (eV): -9.3
ΔE to the lowest compared entry with this formula, charge and spin (eV): 3.549



Number 1: E_LUMO 0.27 eV, electronic energy -853.9054 a.u.. Number 2: E_LUMO 0.80 eV, electronic energy -984.8316 a.u.. Number 3: E_LUMO 0.30 eV, electronic energy -3871.6544 a.u.. Number 4: E_LUMO 0.30 eV, electronic energy -301.3568 a.u..